{"formula": "C4H11N2O", "method": "ωB97M-V/def2-TZVPD", "e_tot_ev": -9353.2674, "de_lowest_kj_mol": 118.0, "orbital_gap_ev": 7.086, "total_charge": -1, "elements": ["C", "C", "N", "N", "H", "H", "H", "H", "H", "H", "C", "O", "C", "H", "H", "H", "H", "H"], "positions_angstrom": [[0.129395, 0.650986, -2.022247], [-1.130108, 1.086604, -1.907588], [-1.845194, 1.025600, -0.720057], [0.877022, 0.664140, -3.247564], [0.592799, 0.278413, -1.109348], [-1.638314, 1.450661, -2.800390], [-2.462633, 1.782121, -0.514882], [-1.242686, 0.726340, 0.097576], [0.857004, -0.199493, -3.765665], [1.836051, 0.906869, -3.061391], [0.165470, -0.349267, 2.465541], [-0.244858, 0.127758, 1.258313], [0.830637, -1.748366, 2.354157], [-0.672298, -0.413809, 3.186353], [0.983708, 0.292429, 2.855441], [1.198114, -2.145763, 3.310130], [1.641370, -1.633850, 1.633478], [0.124520, -2.501374, 1.988143]], "forces_ev_per_angstrom": [[-0.1, -0.1, 0.5], [0.2, 0.2, -0.1], [0.7, -0.8, 0.0], [-0.3, 0.4, -0.3], [0.1, 0.0, 0.0], [-0.1, 0.1, 0.1], [-0.2, 0.4, -0.1], [-0.6, 0.1, -0.1], [0.0, -0.3, 0.1], [0.2, -0.1, -0.1], [0.2, -0.1, -1.1], [0.1, -0.2, 0.1], [-0.4, 0.0, 0.1], [0.1, 0.1, 0.4], [-0.2, 0.1, 0.6], [0.2, 0.2, 0.1], [0.1, -0.2, 0.0], [0.0, 0.2, -0.2]]}

***

{"formula": "C6H10O2", "method": "ωB97M-V/def2-TZVPD", "e_tot_ev": -10474.6988, "de_lowest_kj_mol": 431.4, "orbital_gap_ev": 8.174, "elements": ["C", "C", "C", "C", "C", "C", "O", "O", "H", "H", "H", "H", "H", "H", "H", "H", "H", "H"], "positions_angstrom": [[-1.172388, -0.280965, 1.253426], [-1.046807, 0.522018, -0.065618], [1.055196, -0.706983, -0.305858], [0.274354, -0.409091, 1.777520], [0.055870, -0.035513, -1.071185], [0.255939, 0.583954, -2.436175], [0.098660, -1.471905, -0.934153], [0.969075, 0.617016, 2.384362], [-1.541379, 0.324511, 2.068407], [-1.544548, -1.270011, 1.140974], [-2.027256, 0.573402, -0.487533], [-0.620236, 1.576373, 0.123046], [2.167291, -0.948446, -0.458435], [0.466705, -1.409353, 2.181345], [-0.755226, 1.017311, -2.607294], [0.649688, -0.268029, -3.041805], [0.910687, 1.401058, -2.290784], [1.804375, 0.184653, 2.769761]], "forces_ev_per_angstrom": [[3.9, 2.2, 0.2], [1.5, 1.3, -0.4], [1.5, -0.4, 4.0], [1.6, -2.3, -3.9], [-1.4, 0.2, 2.0], [-1.7, -1.3, 1.4], [-0.4, -0.8, -1.0], [1.0, -1.0, 0.8], [-1.4, 0.1, -0.1], [-0.7, -0.5, 0.0], [-0.6, 0.4, -0.8], [-1.1, -1.3, 0.1], [-1.7, 0.6, 0.0], [0.1, 0.4, 0.2], [0.7, -0.5, -1.2], [-0.6, 1.2, -0.2], [1.0, 0.8, -0.4], [-1.9, 1.2, -0.9]]}

***

{"formula": "C7H6BN3O4S", "method": "ωB97M-V/def2-TZVPD", "e_tot_ev": -31517.5794, "de_lowest_kj_mol": 1011.4, "orbital_gap_ev": 6.858, "smiles": "O=NOCc1cc2nsnc2cc1B(O)O", "elements": ["O", "N", "O", "C", "C", "C", "C", "N", "S", "N", "C", "C", "C", "B", "O", "O", "H", "H", "H", "H", "H", "H"], "positions_angstrom": [[-1.230119, 0.466023, -4.580479], [-1.884064, -0.268850, -3.852776], [-1.136839, -0.690808, -2.791588], [-0.593880, 0.453853, -2.037134], [-0.440798, 0.203497, -0.421305], [-1.812469, 0.369654, 0.487147], [-1.752748, 0.152215, 2.110903], [-3.033863, 0.265704, 2.915247], [-2.391360, -0.068040, 4.540267], [-0.640511, -0.334316, 4.374698], [-0.356089, -0.210833, 2.888982], [1.027177, -0.379116, 2.017297], [0.967407, -0.193320, 0.357910], [2.377308, -0.422926, -0.477733], [2.981773, -1.789690, -0.377118], [3.077165, 0.636458, -1.269615], [-1.273784, 1.427885, -2.154572], [0.469745, 0.691336, -2.522033], [-2.825604, 0.635740, -0.068963], [2.034078, -0.629329, 2.599548], [3.955320, -1.767447, -0.613472], [2.482152, 1.452310, -1.125211]], "forces_ev_per_angstrom": [[-2.4, -1.6, 2.0], [2.3, 1.7, -3.1], [-0.4, 0.7, 2.3], [2.0, 1.8, 0.9], [-2.2, -0.5, 4.1], [4.0, -0.8, -0.2], [-0.8, 0.1, -0.9], [7.3, -1.3, 0.4], [2.3, 0.1, -3.4], [-2.2, 0.9, -5.5], [-2.1, 0.5, 0.1], [-2.6, 0.7, -2.6], [-2.5, 0.3, 3.2], [1.9, -1.1, -0.5], [0.1, 3.9, -0.4], [-3.6, -1.0, 2.6], [1.3, -2.4, 0.1], [-2.3, -0.4, 1.3], [2.4, -0.7, 1.5], [-2.5, 0.6, -1.6], [-1.7, 0.1, 0.1], [1.6, -1.6, -0.4]]}

***

{"formula": "C4H11N2O", "method": "ωB97M-V/def2-TZVPD", "e_tot_ev": -9347.0290, "de_lowest_kj_mol": 176.4, "orbital_gap_ev": 10.571, "total_charge": 1, "smiles": "[NH3+]CCNCC=O", "elements": ["N", "C", "C", "N", "C", "C", "O", "H", "H", "H", "H", "H", "H", "H", "H", "H", "H", "H"], "positions_angstrom": [[-0.642214, 0.946425, -1.730252], [-0.083122, 1.593066, -0.500502], [1.173778, 0.821364, -0.092736], [1.105757, -0.607551, -0.353596], [0.597084, -1.556144, 0.643355], [-0.721124, -1.203163, 1.306937], [-1.597902, -0.524287, 0.841871], [-1.468351, 1.440629, -2.093933], [0.025654, 0.967605, -2.511516], [-0.778452, -0.040942, -1.509334], [-0.880323, 1.525142, 0.217179], [0.085168, 2.648359, -0.682555], [1.953534, 1.324669, -0.650130], [1.333160, 1.035901, 0.962514], [2.036623, -0.904244, -0.611137], [1.260108, -1.669379, 1.510034], [0.467512, -2.488428, 0.093227], [-0.820243, -1.673904, 2.300962]], "forces_ev_per_angstrom": [[0.4, 0.8, -1.0], [-0.6, -0.3, 0.1], [-0.6, 0.6, 0.8], [0.0, 0.2, -0.7], [0.0, 1.1, 0.3], [0.0, -0.5, -0.2], [0.1, 0.2, -0.3], [0.0, -0.5, 0.5], [0.1, -0.1, 0.3], [-0.4, -0.2, 0.1], [-0.2, -0.1, 0.3], [0.3, 0.0, -0.2], [0.7, -0.6, -0.1], [0.2, 0.2, 0.2], [-0.1, -0.2, -0.2], [0.3, -0.3, -0.3], [0.0, -0.3, 0.5], [-0.2, 0.0, 0.0]]}

***

{"formula": "C3H7NO2", "method": "ωB97M-V/def2-TZVPD", "e_tot_ev": -8806.3240, "de_lowest_kj_mol": 405.7, "orbital_gap_ev": 9.317, "elements": ["C", "C", "C", "O", "O", "N", "H", "H", "H", "H", "H", "H", "H"], "positions_angstrom": [[0.936630, 0.774115, 0.507012], [-0.407988, 1.272140, 0.562967], [-0.124777, -1.280526, -1.147535], [0.916675, -0.890722, -0.572716], [1.572032, 0.379216, 1.622113], [-0.485745, -2.389602, -1.625083], [0.978306, -0.139556, 2.181526], [1.632995, 1.236881, -0.186166], [-1.463273, -2.442620, -1.885183], [-1.063928, -0.433242, -0.910069], [-0.887047, 1.220473, 1.538280], [-1.065461, 0.465744, -0.145809], [-0.538419, 2.227698, 0.060661]], "forces_ev_per_angstrom": [[1.0, -0.6, 0.0], [-2.0, -1.6, -1.4], [-3.7, 1.5, 1.5], [1.6, 1.2, 0.9], [-0.3, -0.4, -1.0], [0.7, -0.8, -0.5], [-0.1, 0.1, 0.1], [-0.1, -0.2, 0.1], [0.2, 0.4, 0.0], [1.3, -1.8, -1.2], [0.2, 0.1, 0.1], [1.2, 2.0, 1.5], [0.1, 0.0, 0.1]]}

***

{"formula": "C28H82O18", "method": "ωB97M-V/def2-TZVPD", "e_tot_ev": -67216.5412, "orbital_gap_ev": 9.636, "elements": ["C", "C", "O", "O", "H", "H", "H", "H", "H", "H", "C", "C", "O", "O", "H", "H", "H", "H", "H", "H", "C", "C", "O", "O", "H", "H", "H", "H", "H", "H", "C", "C", "O", "O", "H", "H", "H", "H", "H", "H", "C", "C", "O", "O", "H", "H", "H", "H", "H", "H", "C", "C", "O", "H", "H", "H", "H", "H", "H", "C", "C", "O", "H", "H", "H", "H", "H", "H", "C", "C", "O", "H", "H", "H", "H", "H", "H", "C", "C", "O", "H", "H", "H", "H", "H", "H", "C", "C", "O", "H", "H", "H", "H", "H", "H", "C", "C", "O", "H", "H", "H", "H", "H", "H", "C", "C", "C", "O", "H", "H", "H", "H", "H", "H", "H", "H", "C", "C", "C", "O", "H", "H", "H", "H", "H", "H", "H", "H"], "positions_angstrom": [[-1.155866, 3.145366, 2.956417], [-0.752228, 4.584533, 3.279536], [0.379922, 4.644879, 4.131668], [-1.664238, 2.436812, 4.066678], [-0.236061, 2.671524, 2.602397], [-1.948728, 3.188793, 2.187562], [-1.596727, 5.250010, 3.613625], [-0.329948, 4.941161, 2.357168], [0.106764, 4.817435, 5.047119], [-2.615309, 2.592303, 4.072818], [-4.858062, -0.032895, -0.318699], [-5.528016, -0.508240, 0.950507], [-5.908056, 0.654622, 1.626402], [-4.321004, -1.145190, -1.054179], [-4.114704, 0.690484, -0.011911], [-5.533161, 0.501380, -0.996795], [-4.802157, -1.106784, 1.571505], [-6.428377, -1.118714, 0.712518], [-6.605873, 0.413999, 2.276766], [-4.332973, -0.966057, -1.984083], [-1.448892, -4.695990, -1.795366], [-2.375037, -3.588285, -1.344866], [-1.737084, -2.326963, -1.576297], [-1.806445, -6.000100, -1.408460], [-0.486106, -4.460211, -1.327751], [-1.420773, -4.714457, -2.868105], [-2.528600, -3.668836, -0.237270], [-3.356653, -3.645014, -1.890031], [-2.349113, -1.715309, -1.187493], [-2.194829, -5.926558, -0.540017], [-0.440766, 4.306658, -1.241144], [0.509885, 4.576021, -2.390520], [1.398565, 3.481554, -2.680305], [-1.328428, 5.426248, -0.953345], [0.150492, 3.982793, -0.408648], [-1.072441, 3.434949, -1.483522], [1.134613, 5.421380, -2.089753], [-0.013945, 4.830436, -3.320991], [0.908043, 2.867279, -3.283596], [-1.809223, 5.200097, -0.167845], [2.296320, 0.841549, 5.167374], [1.187920, -0.131117, 4.799878], [-0.049150, 0.276566, 5.358157], [2.397156, 1.267431, 6.471575], [2.187634, 1.730970, 4.553836], [3.175613, 0.295748, 4.960524], [1.373332, -1.094456, 5.291875], [1.122892, -0.355193, 3.725143], [-0.479589, 1.030261, 4.899654], [1.517435, 1.598060, 6.715888], [-3.502653, 1.418254, -4.097579], [-3.030010, -0.016495, -4.176933], [-4.192743, -0.754411, -3.803924], [-2.650010, 2.080224, -4.194632], [-3.996751, 1.578891, -3.123433], [-4.218310, 1.624252, -4.862240], [-2.138425, -0.135311, -3.525973], [-2.724980, -0.332845, -5.168649], [-4.045386, -1.706355, -3.869163], [5.561253, -0.223970, 0.214584], [4.631703, -1.024357, -0.667192], [4.526602, -2.353550, -0.099752], [6.422022, -0.818321, 0.351763], [5.117069, -0.141173, 1.182267], [5.788117, 0.765954, -0.171430], [5.080649, -1.248763, -1.662829], [3.668212, -0.542016, -0.882732], [4.216430, -2.962715, -0.793085], [2.462450, 0.838462, -5.235893], [1.542605, 1.881851, -5.853220], [0.364742, 2.120899, -5.042135], [2.049062, -0.189237, -5.220505], [2.732255, 1.107899, -4.203708], [3.437615, 0.805124, -5.824266], [1.270580, 1.632446, -6.909252], [2.029886, 2.805196, -5.866904], [-0.251078, 2.553945, -5.651310], [1.486184, -3.284372, -4.066131], [2.642212, -2.560578, -3.304899], [3.531958, -3.512385, -2.727738], [0.766012, -2.511556, -4.295214], [1.029072, -4.031744, -3.461098], [1.816992, -3.825742, -4.957641], [2.151532, -1.969919, -2.516859], [3.182303, -1.831884, -3.941998], [4.147158, -3.668713, -3.438783], [1.693309, -3.903586, 1.130576], [1.976547, -2.903336, 2.251290], [2.532003, -1.761976, 1.679102], [0.974373, -3.390979, 0.402201], [1.259803, -4.777169, 1.597735], [2.622818, -4.202732, 0.580551], [2.604433, -3.339531, 3.042662], [1.038277, -2.576148, 2.696701], [3.186229, -1.987372, 0.978945], [3.786659, 2.910621, 1.727683], [2.947289, 2.579544, 0.495541], [3.107908, 3.506151, -0.558766], [4.840366, 2.614032, 1.543970], [3.412560, 2.236707, 2.560865], [3.737710, 3.956772, 1.998344], [1.943128, 2.614213, 0.926064], [3.106391, 1.505772, 0.217252], [2.636945, 3.065945, -1.288493], [-1.507093, 0.630557, 0.358438], [-0.288186, -0.227222, 0.345456], [0.465506, -0.010210, -0.960433], [0.513997, 0.253117, 1.450142], [-2.058807, 0.482864, -0.542697], [-1.220984, 1.654426, 0.440015], [-2.233198, 0.295533, 1.130709], [-0.593989, -1.305456, 0.532945], [0.579698, 1.100222, -1.055311], [0.066001, -0.484706, -1.849165], [1.507189, -0.378172, -0.872998], [1.324726, -0.257061, 1.477168], [-2.263424, -2.845551, 2.462083], [-1.826880, -1.848159, 3.532048], [-2.951260, -1.156627, 4.218263], [-1.038554, -2.526064, 4.546385], [-2.495502, -2.267624, 1.536183], [-3.208030, -3.354763, 2.729208], [-1.510781, -3.588303, 2.224373], [-1.284359, -1.008826, 3.098077], [-2.633844, -0.377273, 4.913783], [-3.613592, -1.827228, 4.794058], [-3.641666, -0.724225, 3.482205], [-0.616068, -1.844091, 5.059729]], "forces_ev_per_angstrom": [[-0.2, 1.1, 0.0], [-0.1, 0.0, 0.1], [-0.3, 0.1, 1.0], [-0.2, -0.2, 0.3], [-0.3, -0.4, -0.1], [0.6, -0.2, -0.1], [0.7, -0.7, -0.2], [-0.3, 0.6, -0.8], [0.1, -0.2, -0.5], [0.1, -0.2, 0.3], [-0.2, -0.4, -0.9], [0.0, -1.1, -0.3], [-1.1, 0.4, 1.3], [0.3, 0.0, 2.1], [0.5, 0.1, -0.1], [-0.3, 0.0, 0.4], [-0.6, 0.3, -0.7], [0.7, 0.1, 0.1], [0.8, 0.4, -0.7], [-0.2, 0.6, -1.2], [0.5, 0.4, 0.6], [-0.7, 0.0, 0.4], [0.3, -1.2, -0.6], [-0.6, -0.1, -0.1], [0.3, 0.1, -0.5], [0.5, 0.1, -0.6], [-0.3, -0.2, -0.8], [0.7, 0.0, 0.6], [-0.7, 1.0, 0.3], [-0.2, -0.3, 0.5], [-1.4, -0.7, -0.5], [0.4, 0.6, -0.3], [-1.2, -0.5, -0.2], [1.5, -0.5, -1.0], [0.4, 0.2, 0.9], [0.1, 0.1, -0.2], [0.0, -0.1, -0.2], [-0.1, 0.1, 0.3], [0.6, 0.6, 0.5], [-0.3, -0.1, 0.6], [-0.7, 0.0, -1.5], [-0.3, -0.4, 0.9], [-0.9, 0.5, -0.1], [-0.9, 0.0, 1.6], [0.2, 0.1, -0.7], [1.4, -0.2, -0.6], [0.2, 0.1, 0.0], [0.1, 0.5, 0.2], [0.4, -0.5, 0.0], [0.3, -0.2, 0.1], [0.5, -0.2, 0.5], [0.1, 0.4, 0.3], [0.0, -0.8, 0.5], [0.1, 0.3, 0.0], [0.3, 0.0, -0.3], [-0.5, 0.2, -0.6], [-0.7, -0.4, 0.1], [0.1, 0.2, -0.3], [0.2, 0.1, -0.2], [-1.1, 0.0, -0.5], [0.9, -1.0, -1.6], [-0.7, 0.3, 0.2], [1.3, -0.4, 0.0], [-0.4, 0.3, 0.8], [0.0, 0.0, -0.1], [-0.1, 0.8, 0.4], [0.0, -0.2, 0.5], [0.1, 0.3, 0.0], [0.8, -0.4, -0.4], [-0.6, -1.2, -0.2], [-0.1, -0.5, -0.7], [0.0, 0.6, -0.1], [-0.1, 0.0, -0.3], [-1.2, 0.1, 0.7], [0.0, 0.0, 0.9], [1.2, 1.5, -0.3], [0.0, -0.1, 0.5], [1.4, 0.9, -0.1], [-1.5, -0.2, -0.3], [0.0, 0.6, 0.1], [-0.4, 0.0, -0.4], [-0.4, -0.4, 0.8], [0.1, 0.4, -0.1], [0.4, -0.3, 0.1], [-0.2, -0.5, 0.2], [0.6, -0.5, 0.0], [-0.2, 0.7, -0.5], [-0.2, -0.6, -0.7], [0.7, 1.5, -0.3], [0.9, -0.9, 0.8], [-0.3, -0.4, -0.3], [-0.8, 0.3, 0.5], [0.0, 0.1, -0.2], [-0.1, -0.2, 0.2], [-0.1, -0.3, 0.6], [0.7, -1.7, -0.1], [-0.2, -0.2, 1.6], [0.0, -1.1, 0.0], [-0.4, 0.4, 0.2], [0.4, 1.0, -0.8], [-0.1, 0.2, 0.1], [-0.6, 0.0, -0.6], [0.1, 0.8, -0.1], [0.1, 0.9, -0.2], [-1.2, -1.2, 0.7], [0.5, -0.8, 0.7], [1.4, 0.6, 0.5], [-0.9, 0.1, -0.5], [-0.3, 0.1, -1.0], [0.0, 0.8, 0.2], [0.6, 0.6, 0.1], [0.6, 1.0, -0.4], [-0.2, -0.8, -0.3], [-0.5, 0.1, 0.0], [-0.4, 0.0, 0.1], [0.6, -0.6, 0.0], [-0.9, 0.8, -0.4], [0.5, -0.3, 0.9], [-2.2, 0.0, 0.4], [-0.4, -0.4, -1.3], [0.2, -0.4, 0.5], [0.5, 0.1, 0.1], [0.3, 0.0, 0.1], [0.8, -0.3, -0.4], [0.2, 0.0, -0.2], [0.5, -0.1, -0.1], [0.2, 0.3, 0.0], [0.1, 0.6, 0.4]]}